{"formula": "C34H34N4O9SSi2W", "method": "wB97M-V/def2-TZVPD", "de_lowest_kj_mol": 0.00, "s2": 2.0396, "homo_lumo_gap_ev": [5.33, 7.37], "spin_multiplicity": 3, "homo_energy_ev": [-6.178, -8.097], "species": ["W", "O", "C", "O", "C", "C", "C", "C", "C", "C", "O", "N", "O", "O", "N", "O", "O", "H", "H", "C", "Si", "C", "C", "C", "C", "C", "C", "C", "Si", "C", "C", "H", "H", "H", "H", "H", "H", "H", "H", "H", "H", "H", "H", "H", "H", "H", "H", "C", "O", "C", "C", "C", "C", "C", "C", "N", "C", "C", "C", "C", "C", "C", "C", "O", "H", "H", "H", "H", "H", "H", "H", "H", "H", "H", "H", "H", "H", "S", "C", "C", "N", "C", "H", "H", "H"], "xyz": [[-0.991, -0.561, 0.438], [-1.563, 3.121, -0.462], [-1.923, 1.985, -0.603], [-1.056, 0.971, -0.766], [-3.371, 1.624, -0.660], [-4.245, 2.564, -1.176], [-5.595, 2.277, -1.230], [-6.109, 1.091, -0.740], [-5.233, 0.195, -0.174], [-3.838, 0.395, -0.144], [-3.046, -0.516, 0.362], [-5.805, -1.021, 0.414], [-6.665, -1.597, -0.219], [-5.401, -1.363, 1.510], [-6.519, 3.262, -1.807], [-6.045, 4.294, -2.237], [-7.705, 2.993, -1.798], [-3.871, 3.512, -1.534], [-7.167, 0.880, -0.783], [-3.097, -3.481, -0.702], [-1.720, -2.344, -1.317], [-2.391, -1.402, -2.808], [-0.309, -3.462, -1.842], [-0.493, -4.695, -2.480], [0.595, -5.456, -2.871], [1.887, -4.991, -2.633], [2.078, -3.776, -1.999], [0.985, -2.999, -1.591], [1.186, -1.333, -0.724], [2.624, -1.567, 0.486], [1.728, -0.047, -1.984], [-3.544, -4.001, -1.554], [-3.890, -2.943, -0.185], [-2.710, -4.245, -0.024], [-2.555, -2.103, -3.631], [-1.712, -0.622, -3.155], [-3.350, -0.935, -2.569], [-1.493, -5.068, -2.672], [0.446, -6.410, -3.361], [2.740, -5.582, -2.941], [3.091, -3.433, -1.821], [3.391, -2.186, 0.014], [2.358, -2.042, 1.435], [3.073, -0.603, 0.728], [2.580, -0.431, -2.552], [2.030, 0.881, -1.495], [0.929, 0.195, -2.686], [6.636, 4.350, 0.464], [5.359, 3.793, 0.713], [4.324, 4.210, -0.081], [4.433, 5.129, -1.105], [3.303, 5.473, -1.848], [2.082, 4.900, -1.554], [1.966, 3.975, -0.520], [3.084, 3.617, 0.218], [3.064, 2.689, 1.261], [2.025, 1.869, 1.568], [2.059, 0.978, 2.658], [3.100, 0.922, 3.612], [3.086, -0.003, 4.639], [2.039, -0.908, 4.773], [0.995, -0.887, 3.849], [1.020, 0.024, 2.820], [0.015, 0.053, 1.896], [6.976, 4.116, -0.548], [7.311, 3.898, 1.185], [6.627, 5.434, 0.603], [5.386, 5.582, -1.337], [3.393, 6.193, -2.650], [1.200, 5.169, -2.118], [0.993, 3.559, -0.299], [3.945, 2.574, 1.736], [1.166, 1.914, 0.920], [3.920, 1.628, 3.562], [3.899, -0.012, 5.353], [2.029, -1.620, 5.587], [0.160, -1.573, 3.930], [-1.040, -4.612, 2.813], [-2.471, -3.732, 3.132], [-2.471, -2.572, 2.437], [-1.345, -2.385, 1.666], [-0.506, -3.388, 1.778], [-3.239, -4.108, 3.785], [-3.261, -1.838, 2.404], [0.431, -3.434, 1.241]], "lowdin_charge": [1.5064, 0.1335, -0.5080, -0.2259, -0.0443, 0.0890, -0.1202, 0.0931, -0.0549, -0.2578, -0.2598, -0.3406, 0.1030, 0.0791, -0.3545, 0.0853, 0.0798, 0.1401, 0.1395, -0.1841, 0.5231, -0.1833, -0.3153, -0.0915, -0.0865, -0.0862, -0.0966, -0.3176, 0.5147, -0.1871, -0.1923, 0.0384, 0.0087, 0.0253, 0.0352, 0.0248, 0.0250, 0.0998, 0.1010, 0.1010, 0.0939, 0.0246, 0.0221, 0.0240, 0.0349, 0.0170, 0.0242, -0.0747, -0.0977, -0.2203, -0.0273, -0.0910, -0.0845, -0.0119, -0.1655, 0.0970, -0.0373, -0.1710, -0.0257, -0.0919, -0.0844, -0.0277, -0.3106, -0.2897, 0.0968, 0.0926, 0.0970, 0.1018, 0.1013, 0.1058, 0.0882, 0.1244, 0.0993, 0.1046, 0.1023, 0.0994, 0.1042, 1.0843, -0.3495, -0.2114, -0.1969, -0.4690, 0.0805, 0.1004, 0.0782]}

{"formula": "C34H34N7O6S2W", "method": "wB97M-V/def2-TZVPD", "de_lowest_kj_mol": 0.00, "s2": 2.0146, "homo_lumo_gap_ev": [7.33, 6.99], "spin_multiplicity": 3, "homo_energy_ev": [-10.150, -10.347], "total_charge": 1, "species": ["W", "C", "C", "C", "C", "C", "C", "C", "C", "N", "C", "O", "C", "C", "C", "C", "C", "N", "C", "O", "N", "C", "C", "C", "C", "C", "C", "C", "C", "H", "H", "H", "H", "H", "H", "H", "H", "H", "H", "H", "H", "H", "H", "H", "H", "H", "H", "H", "H", "H", "N", "C", "C", "O", "O", "H", "H", "H", "H", "H", "N", "C", "C", "C", "C", "C", "C", "S", "O", "O", "N", "C", "S", "C", "C", "N", "H", "H", "H", "H", "H", "H", "H", "H"], "xyz": [[-0.071, -0.215, -0.208], [-1.634, 1.613, -3.992], [-2.397, 0.386, -3.582], [-3.103, -0.348, -4.534], [-3.767, -1.519, -4.185], [-3.751, -1.953, -2.867], [-3.092, -1.221, -1.882], [-3.181, -1.641, -0.443], [-2.404, -0.059, -2.251], [-1.644, 0.637, -1.271], [-2.078, 1.909, -0.952], [-3.098, 2.443, -1.321], [-1.029, 2.622, -0.156], [-1.048, 3.948, 0.228], [0.096, 4.472, 0.818], [1.240, 3.692, 0.952], [1.185, 2.376, 0.542], [0.047, 1.869, 0.059], [2.352, 1.456, 0.348], [3.487, 1.797, 0.618], [1.948, 0.305, -0.265], [2.972, -0.561, -0.768], [3.163, -0.603, -2.157], [2.548, 0.432, -3.064], [4.049, -1.534, -2.683], [4.774, -2.371, -1.848], [4.662, -2.234, -0.477], [3.780, -1.314, 0.089], [3.816, -1.095, 1.575], [-1.451, 1.618, -5.067], [-0.675, 1.677, -3.473], [-2.199, 2.510, -3.739], [-3.134, 0.007, -5.557], [-4.314, -2.078, -4.934], [-4.287, -2.851, -2.587], [-3.425, -2.698, -0.352], [-3.939, -1.054, 0.079], [-2.250, -1.487, 0.112], [-1.932, 4.540, 0.041], [0.112, 5.507, 1.132], [2.173, 4.087, 1.328], [3.177, 1.325, -3.072], [1.554, 0.741, -2.749], [2.504, 0.069, -4.094], [4.204, -1.574, -3.755], [5.460, -3.096, -2.266], [5.281, -2.834, 0.178], [4.011, -2.027, 2.104], [2.900, -0.657, 1.966], [4.623, -0.396, 1.800], [-0.419, -2.029, -4.406], [-0.290, -3.053, -3.329], [-0.143, -2.303, -2.015], [-0.424, -2.831, -0.947], [0.246, -1.083, -2.126], [-0.035, -2.329, -5.301], [0.078, -1.185, -4.064], [-1.408, -1.744, -4.534], [0.579, -3.681, -3.517], [-1.191, -3.660, -3.291], [-0.409, 3.158, 7.537], [-0.787, 2.493, 6.410], [-1.272, 1.179, 6.481], [-1.636, 0.503, 5.336], [-1.523, 1.126, 4.100], [-1.049, 2.431, 4.011], [-0.683, 3.109, 5.151], [-1.944, 0.268, 2.639], [-2.586, -0.965, 2.996], [-2.576, 1.158, 1.706], [-0.486, -0.075, 1.925], [0.154, -1.245, 2.229], [0.285, -2.224, 3.622], [1.200, -3.365, 2.691], [1.355, -2.946, 1.422], [0.769, -1.726, 1.173], [-0.591, 2.764, 8.442], [-0.176, 4.132, 7.498], [-1.369, 0.696, 7.445], [-2.027, -0.504, 5.395], [-0.983, 2.916, 3.045], [-0.321, 4.127, 5.083], [1.565, -4.272, 3.140], [1.879, -3.461, 0.634]], "lowdin_charge": [1.8094, -0.0161, -0.2169, -0.0760, -0.0846, -0.0361, -0.1962, -0.0153, -0.2011, -0.0634, -0.4703, 0.1271, -0.1717, 0.0406, -0.0111, 0.0386, -0.1444, 0.0006, -0.4511, 0.1053, -0.0604, -0.1923, -0.2169, -0.0409, -0.0539, -0.0716, -0.0421, -0.2083, -0.0356, 0.0844, 0.0748, 0.0930, 0.1199, 0.1116, 0.1209, 0.0990, 0.1085, 0.0290, 0.1363, 0.1220, 0.1326, 0.0989, 0.0402, 0.0763, 0.1083, 0.1061, 0.1173, 0.0837, 0.0649, 0.0974, 0.2128, -0.0099, -0.6095, 0.0516, -0.1820, 0.1750, 0.1473, 0.1180, 0.1476, 0.1417, 0.1255, -0.3063, -0.0150, -0.0617, -0.3070, -0.0526, -0.0139, 0.6094, -0.2928, -0.2778, -0.2315, -0.7337, 1.1251, -0.3481, -0.2186, -0.1178, 0.1033, 0.1022, 0.1166, 0.1133, 0.1001, 0.1142, 0.0778, 0.1261]}

{"formula": "C34H35Br2N7O2S2V", "method": "wB97M-V/def2-TZVPD", "de_lowest_kj_mol": 15.32, "s2": 0.7990, "homo_lumo_gap_ev": [6.26, 6.21], "spin_multiplicity": 2, "homo_energy_ev": [-6.850, -6.889], "species": ["V", "C", "C", "O", "C", "C", "C", "N", "N", "C", "O", "C", "C", "C", "C", "C", "C", "H", "H", "H", "H", "H", "H", "H", "H", "H", "H", "H", "H", "Br", "C", "C", "C", "N", "C", "C", "C", "C", "C", "Br", "C", "C", "N", "H", "H", "H", "H", "H", "H", "C", "C", "N", "C", "C", "S", "C", "C", "S", "C", "N", "C", "H", "H", "H", "H", "H", "H", "H", "H", "C", "C", "C", "C", "N", "H", "H", "H", "H", "H", "H", "H", "H", "H"], "xyz": [[-0.073, 0.751, -0.340], [-1.402, -3.294, 0.107], [-1.002, -2.051, -0.644], [-0.726, -1.044, 0.093], [-0.975, -2.056, -2.026], [-0.652, -0.928, -2.842], [-0.731, -1.079, -4.335], [-0.302, 0.219, -2.324], [-0.059, 1.267, -3.226], [-0.001, 2.396, -2.587], [-0.171, 2.536, -1.304], [0.248, 3.638, -3.375], [0.666, 3.579, -4.703], [0.895, 4.746, -5.417], [0.707, 5.983, -4.813], [0.293, 6.047, -3.490], [0.068, 4.879, -2.773], [-2.483, -3.290, 0.279], [-0.901, -3.294, 1.074], [-1.150, -4.202, -0.442], [-1.225, -2.977, -2.534], [-0.975, -2.107, -4.603], [0.214, -0.789, -4.795], [-1.485, -0.406, -4.745], [0.807, 2.608, -5.161], [1.224, 4.692, -6.448], [0.886, 6.895, -5.371], [0.148, 7.009, -3.012], [-0.242, 4.911, -1.736], [-6.711, 2.808, -0.171], [-4.943, 2.159, -0.213], [-4.629, 1.057, -0.981], [-3.316, 0.618, -0.965], [-2.369, 1.219, -0.253], [-2.679, 2.281, 0.483], [-3.967, 2.788, 0.542], [-1.553, 2.831, 1.281], [-1.621, 4.057, 1.922], [-0.536, 4.460, 2.680], [-0.575, 6.132, 3.543], [0.566, 3.640, 2.803], [0.555, 2.442, 2.114], [-0.470, 2.048, 1.352], [-5.376, 0.551, -1.575], [-2.999, -0.243, -1.543], [-4.222, 3.633, 1.165], [-2.485, 4.696, 1.819], [1.420, 3.920, 3.403], [1.388, 1.756, 2.161], [-0.723, 0.017, 4.292], [0.154, -1.186, 4.135], [0.804, -1.487, 3.053], [1.499, -2.669, 3.201], [1.384, -3.255, 4.427], [0.362, -2.317, 5.422], [2.229, -3.264, 2.064], [3.176, -4.238, 2.166], [3.673, -4.730, 0.606], [2.587, -3.580, -0.096], [1.917, -2.894, 0.775], [2.433, -3.429, -1.578], [-1.358, 0.111, 3.411], [-0.127, 0.926, 4.381], [-1.351, -0.064, 5.178], [1.804, -4.191, 4.762], [3.601, -4.673, 3.059], [3.382, -3.180, -2.056], [1.714, -2.633, -1.770], [2.061, -4.352, -2.026], [3.632, 0.081, -1.251], [2.978, 0.946, -0.168], [3.555, 0.559, 1.205], [3.233, 2.426, -0.468], [1.555, 0.703, -0.197], [4.682, 0.361, -1.381], [3.110, 0.213, -2.202], [3.583, -0.970, -0.965], [4.620, 0.324, 1.121], [3.032, -0.317, 1.592], [3.462, 1.377, 1.927], [4.294, 2.664, -0.343], [2.650, 3.060, 0.205], [2.937, 2.669, -1.490]], "lowdin_charge": [0.8638, -0.0158, -0.4720, -0.1569, -0.0568, -0.3319, -0.0339, -0.0482, 0.0958, -0.4444, -0.1508, -0.1457, -0.0330, -0.0882, -0.1002, -0.0881, -0.0298, 0.0834, 0.0678, 0.0789, 0.0984, 0.0703, 0.0788, 0.0815, 0.1053, 0.0986, 0.0973, 0.0979, 0.1061, 0.7816, -0.6694, -0.0766, -0.0588, 0.0806, -0.1869, -0.0427, -0.1838, -0.0411, -0.6674, 0.7898, -0.0802, -0.0980, 0.0580, 0.1094, 0.1168, 0.1052, 0.1070, 0.1131, 0.0992, -0.0747, -0.6397, 0.1113, -0.3294, -0.3624, 1.0471, -0.3337, -0.3622, 1.0439, -0.6370, 0.1151, -0.0758, 0.0773, 0.0692, 0.0690, 0.0725, 0.0718, 0.0752, 0.0658, 0.0799, -0.0401, -0.6666, -0.0445, -0.0380, -0.0565, 0.0854, 0.0847, 0.0580, 0.0836, 0.0615, 0.0670, 0.0856, 0.0705, 0.0822]}

{"formula": "C34H35BrClN5O15P2", "method": "wB97M-V/def2-TZVPD", "homo_lumo_gap_ev": 8.79, "homo_energy_ev": -9.761, "species": ["C", "O", "P", "O", "O", "C", "C", "C", "Br", "O", "P", "O", "Cl", "H", "H", "H", "H", "H", "H", "H", "H", "H", "H", "C", "C", "C", "C", "C", "C", "N", "O", "O", "H", "H", "H", "H", "H", "C", "C", "C", "C", "C", "C", "N", "O", "O", "H", "H", "H", "H", "H", "C", "C", "C", "C", "C", "C", "N", "O", "O", "H", "H", "H", "H", "H", "C", "C", "C", "C", "C", "C", "N", "O", "O", "H", "H", "H", "H", "H", "C", "C", "C", "C", "C", "C", "N", "O", "O", "H", "H", "H", "H", "H"], "xyz": [[-1.567, -1.805, 4.024], [-2.702, -0.923, 3.940], [-2.863, 0.079, 2.732], [-2.049, 1.287, 2.871], [-4.395, 0.428, 2.696], [-5.420, -0.546, 3.024], [-6.490, 0.115, 3.866], [-7.354, -0.905, 4.591], [-8.138, -2.214, 3.379], [-2.468, -0.655, 1.347], [-3.467, -1.742, 0.580], [-2.507, -1.834, -0.709], [-3.009, -3.568, 1.462], [-0.749, -1.285, 4.524], [-1.867, -2.663, 4.621], [-1.243, -2.156, 3.052], [-5.011, -1.407, 3.558], [-5.848, -0.918, 2.095], [-6.021, 0.733, 4.637], [-7.141, 0.737, 3.249], [-8.200, -0.406, 5.053], [-6.786, -1.469, 5.326], [-3.000, -2.244, -1.435], [-6.799, -4.422, -5.528], [-6.871, -5.632, -4.850], [-6.077, -5.854, -3.736], [-5.224, -4.849, -3.320], [-5.134, -3.638, -3.981], [-5.931, -3.428, -5.095], [-4.386, -5.085, -2.131], [-4.459, -6.168, -1.595], [-3.660, -4.182, -1.752], [-7.422, -4.252, -6.396], [-7.545, -6.406, -5.189], [-6.119, -6.791, -3.201], [-4.454, -2.873, -3.639], [-5.873, -2.487, -5.625], [1.123, -0.025, 1.652], [2.013, 1.039, 1.706], [3.361, 0.810, 1.934], [3.792, -0.495, 2.102], [2.924, -1.570, 2.058], [1.579, -1.326, 1.831], [5.224, -0.754, 2.329], [5.978, 0.204, 2.371], [5.579, -1.906, 2.459], [0.073, 0.162, 1.471], [1.655, 2.050, 1.571], [4.059, 1.631, 1.984], [3.293, -2.576, 2.195], [0.885, -2.156, 1.787], [7.792, 3.394, 1.551], [6.674, 2.923, 0.873], [6.213, 3.590, -0.252], [6.889, 4.719, -0.679], [7.998, 5.207, -0.014], [8.450, 4.536, 1.111], [6.418, 5.419, -1.888], [5.429, 4.982, -2.444], [7.049, 6.387, -2.262], [8.151, 2.865, 2.425], [6.168, 2.036, 1.223], [5.347, 3.236, -0.792], [8.506, 6.094, -0.363], [9.321, 4.903, 1.638], [-11.599, -0.934, -1.979], [-10.922, 0.177, -1.492], [-9.675, 0.029, -0.906], [-9.129, -1.239, -0.825], [-9.786, -2.359, -1.298], [-11.034, -2.199, -1.879], [-7.799, -1.400, -0.213], [-7.255, -0.404, 0.224], [-7.323, -2.517, -0.178], [-12.572, -0.814, -2.438], [-11.364, 1.160, -1.569], [-9.136, 0.881, -0.521], [-9.333, -3.336, -1.212], [-11.564, -3.063, -2.255], [12.014, 2.489, -3.157], [11.030, 3.190, -2.473], [11.372, 3.983, -1.389], [12.699, 4.059, -1.014], [13.696, 3.367, -1.676], [13.343, 2.576, -2.758], [13.060, 4.915, 0.131], [12.159, 5.492, 0.710], [14.234, 4.995, 0.429], [11.746, 1.873, -4.006], [9.996, 3.122, -2.781], [10.614, 4.532, -0.852], [14.723, 3.446, -1.354], [14.107, 2.027, -3.291]], "lowdin_charge": [-0.0965, -0.2248, 0.2972, -0.2293, -0.1633, -0.2719, -0.2502, -0.5787, 0.6550, -0.4209, 0.5640, -0.3036, 0.2737, 0.0967, 0.0913, 0.0256, 0.1153, 0.0493, 0.1282, 0.1174, 0.0555, 0.0630, 0.0158, -0.0678, -0.0621, 0.0005, -0.1406, -0.0010, -0.0614, -0.3244, 0.1048, 0.0157, 0.1082, 0.1091, 0.1210, 0.1147, 0.1099, -0.0509, -0.0463, -0.0006, -0.1464, -0.0016, -0.0593, -0.3398, 0.0477, 0.0850, 0.0891, 0.1148, 0.1059, 0.1188, 0.1033, -0.0519, -0.0564, 0.0027, -0.1500, -0.0190, -0.0675, -0.3542, 0.0742, 0.0739, 0.1124, 0.0654, 0.1182, 0.1207, 0.1070, -0.0700, -0.0628, 0.0002, -0.1470, -0.0016, -0.0648, -0.3482, 0.0520, 0.0512, 0.1074, 0.1089, 0.1200, 0.1190, 0.1079, -0.0691, -0.0564, 0.0014, -0.1438, -0.0038, -0.0658, -0.3499, 0.0673, 0.0806, 0.1070, 0.1092, 0.0945, 0.1189, 0.1073]}

For each record above, in turn, the calculated DFT total energy values are -88610.52458, -82019.98370, -237798.19876, -175122.89745 eV.